A 12-piece molecular cluster, C70H60F10N2 overall. Source: OMol25; level of theory: wB97M-V/def2-TZVPD.

Each line ends with the Mulliken charge.
Cartesian coordinates (Å):
F (-2.523935, -3.571122, -0.756704)  0.1008
C (-2.779555, -4.551656, 0.147984)  0.1146
C (-2.027711, -4.598085, 1.298330)  0.0424
C (-2.256312, -5.641106, 2.175908)  -0.7841
C (-3.182765, -6.634174, 1.871456)  -0.5384
C (-3.987881, -6.505025, 0.747354)  -0.5333
C (-3.727787, -5.504284, -0.168284)  -0.4195
H (-1.350285, -3.792974, 1.540064)  0.5650
H (-1.612399, -5.795144, 3.032786)  0.3395
H (-3.264469, -7.486861, 2.531937)  0.3769
H (-4.722285, -7.275901, 0.551047)  0.3852
H (-4.254699, -5.412817, -1.109263)  0.4047
F (-2.535398, 1.368182, -6.429690)  -0.4055
C (-2.518198, 0.641061, -5.294434)  0.0436
C (-1.715209, 1.074440, -4.257654)  -0.4419
C (-1.666119, 0.310419, -3.100646)  0.3884
C (-2.409709, -0.858199, -2.968081)  -0.1787
C (-3.222427, -1.244181, -4.024143)  -0.6563
C (-3.298157, -0.488009, -5.188699)  -1.0625
H (-1.133889, 1.974143, -4.415053)  0.7314
H (-0.940150, 0.562488, -2.333312)  0.4003
H (-2.373863, -1.339934, -2.000267)  0.2675
H (-3.927442, -2.054096, -3.873829)  0.5094
H (-3.957511, -0.804978, -5.985403)  0.4625
F (-4.584476, 3.288977, 4.321946)  -0.3515
C (-3.333914, 3.025883, 4.757745)  0.1298
C (-3.023578, 3.285721, 6.080887)  -0.5838
C (-1.758732, 2.948685, 6.534399)  -0.3871
C (-0.809441, 2.468178, 5.646766)  -0.4024
C (-1.133284, 2.267244, 4.303922)  -0.3035
C (-2.419782, 2.523902, 3.856493)  -0.3417
H (-3.841821, 3.581383, 6.725025)  0.4240
H (-1.477875, 3.098317, 7.569290)  0.3718
H (0.202865, 2.226157, 5.942593)  0.3107
H (-0.397208, 1.751580, 3.697258)  0.4922
H (-2.674108, 2.317279, 2.824619)  0.6868
F (3.098237, -1.485608, 3.719613)  -0.2086
C (3.050057, -0.146719, 3.905414)  0.1469
C (2.913397, 0.319003, 5.202053)  -0.6127
C (2.945822, 1.689599, 5.416425)  -0.5533
C (3.185172, 2.551934, 4.358866)  -0.7113
C (3.291152, 2.059911, 3.065419)  -0.6707
C (3.188845, 0.694262, 2.825445)  0.1366
H (2.876066, -0.412788, 5.997940)  0.4824
H (2.857914, 2.053781, 6.432210)  0.5088
H (3.322933, 3.607593, 4.556060)  0.4083
H (3.494299, 2.734457, 2.243908)  0.5264
H (3.186500, 0.320534, 1.809691)  0.5208
F (5.176860, 1.572686, 0.249908)  -0.2617
C (5.787078, 0.444150, 0.683266)  -0.1183
C (5.482607, -0.760440, 0.082422)  0.2280
C (6.141494, -1.906238, 0.512476)  -0.1618
C (7.091416, -1.838011, 1.515114)  -0.7751
C (7.354266, -0.615515, 2.124456)  -0.3885
C (6.719598, 0.543015, 1.694280)  -0.5529
H (4.762123, -0.811948, -0.723841)  0.2806
H (5.840283, -2.830812, 0.036154)  0.5520
H (7.488883, -2.729343, 1.983895)  0.3361
H (8.030561, -0.567807, 2.968107)  0.3965
H (6.976949, 1.520109, 2.082758)  0.4575
F (4.657112, -2.861041, -2.173903)  -0.3855
C (3.392800, -2.941316, -2.659550)  0.5735
C (2.452510, -3.657050, -1.960437)  -0.3918
C (1.148267, -3.670571, -2.434645)  -0.4474
C (0.809892, -2.951889, -3.570768)  -0.4851
C (1.772392, -2.208121, -4.243084)  -0.7725
C (3.085944, -2.225980, -3.792783)  -0.4482
H (2.758823, -4.236549, -1.095880)  0.4711
H (0.401037, -4.317484, -1.992259)  0.4393
H (-0.201427, -3.009907, -3.953018)  0.5004
H (1.504186, -1.566162, -5.070781)  0.4392
H (3.872621, -1.758803, -4.370763)  0.5620
F (-3.459570, 2.437692, -1.031060)  -0.3021
C (-2.942732, 3.278644, -1.954885)  -0.4529
C (-3.632890, 3.496636, -3.121297)  -0.4202
C (-3.057868, 4.340453, -4.068695)  -0.5069
C (-1.840028, 4.948602, -3.808791)  -0.7635
C (-1.147336, 4.684139, -2.631726)  -0.8543
C (-1.688451, 3.801538, -1.710237)  1.2905
H (-4.561987, 2.955847, -3.247596)  0.5232
H (-3.577916, 4.507483, -5.002459)  0.4239
H (-1.382610, 5.569381, -4.570102)  0.3902
H (-0.241637, 5.234545, -2.413360)  0.4438
H (-1.216259, 3.636174, -0.753497)  0.2137
F (-9.216261, -1.660260, -0.420173)  -0.3313
C (-7.868485, -1.541244, -0.417863)  0.3671
C (-7.159323, -2.101690, 0.614386)  -0.6013
C (-5.776708, -1.960674, 0.607916)  -0.6057
C (-5.151604, -1.220051, -0.377862)  -0.0330
C (-5.897969, -0.631616, -1.388520)  -0.3589
C (-7.269598, -0.828825, -1.434277)  -0.4970
H (-7.704511, -2.582349, 1.415776)  0.4218
H (-5.199011, -2.442294, 1.387053)  0.4912
H (-4.072224, -1.268850, -0.447865)  0.2380
H (-5.425488, -0.089634, -2.198613)  0.4671
H (-7.916838, -0.448116, -2.214407)  0.4336
F (2.881321, 0.447990, -5.663227)  -0.4223
C (3.083212, 1.279020, -4.621522)  0.2009
C (2.020496, 2.027359, -4.162647)  -0.4683
C (2.198465, 2.815161, -3.034766)  0.1875
C (3.421581, 2.851828, -2.385556)  -0.8564
C (4.470015, 2.103651, -2.882473)  -0.3529
C (4.312716, 1.271581, -3.981817)  -0.4016
H (1.098159, 2.046721, -4.728026)  0.5834
H (1.348473, 3.384554, -2.678693)  0.2229
H (3.601714, 3.487448, -1.528498)  0.4302
H (5.462817, 2.141784, -2.450699)  0.4070
H (5.037818, 0.540736, -4.314959)  0.4696
F (-1.981951, -0.857063, 1.203391)  -0.5498
C (-0.798316, -0.458387, 0.675008)  0.3640
C (-0.597316, 0.896314, 0.499326)  0.1653
C (0.628331, 1.292582, -0.022280)  0.2540
C (1.549988, 0.337592, -0.451288)  -0.3787
C (1.322962, -1.007339, -0.195719)  -0.7662
C (0.131885, -1.427670, 0.360889)  -0.1566
H (-1.504725, 1.473259, 0.646851)  0.3104
H (0.818969, 2.347552, -0.185116)  0.4337
H (2.495149, 0.721524, -0.817427)  -0.1326
H (2.112995, -1.714406, -0.404812)  0.4876
H (-0.091964, -2.446282, 0.640565)  -0.2299
C (4.264699, -5.534561, 1.551814)  -0.3308
C (3.792023, -6.745956, 1.078012)  -0.4915
C (2.410610, -6.935056, 1.042750)  -0.4139
N (1.525692, -6.022558, 1.395023)  -0.3143
C (1.993454, -4.867362, 1.852720)  0.0400
C (3.347286, -4.581652, 1.960706)  -0.6207
H (5.330386, -5.377935, 1.675475)  0.4423
H (4.422849, -7.591433, 0.840050)  0.4204
H (2.039336, -7.899887, 0.707985)  0.3410
H (1.288284, -4.096785, 2.148481)  0.4407
H (3.676927, -3.573118, 2.181322)  0.4938
C (-0.798706, 6.041585, 0.704335)  -0.2391
C (-1.026076, 7.409726, 0.635138)  -0.4912
C (-2.146303, 7.926680, 1.250915)  -0.3119
N (-2.966519, 7.182414, 1.982383)  -0.5499
C (-2.698948, 5.891352, 2.080263)  -0.5020
C (-1.715384, 5.229438, 1.345198)  0.3602
H (0.056236, 5.659682, 0.154879)  0.5193
H (-0.346979, 8.044814, 0.081493)  0.3941
H (-2.427970, 8.964716, 1.115266)  0.3619
H (-3.317458, 5.285900, 2.738336)  0.3688
H (-1.596127, 4.162566, 1.472647)  0.1261

Forces on the atoms, in the same order (eV/Å):
F -0.085 -0.014 0.114
C 0.218 -0.092 -0.381
C -0.324 0.414 0.337
C 0.353 -0.895 -0.143
C -0.058 0.511 0.316
C 0.463 -0.748 0.014
C -0.306 0.529 -0.142
H 0.136 -0.091 -0.081
H -0.075 0.290 0.081
H -0.208 0.026 -0.005
H -0.064 0.123 -0.163
H -0.096 -0.039 0.068
F -0.131 0.017 -0.102
C 0.047 0.087 0.205
C 0.076 -0.220 -0.247
C 0.711 -0.137 -0.112
C 0.107 0.798 -0.051
C -0.619 0.108 0.612
C -0.040 -0.426 -0.049
H 0.010 0.008 0.226
H -0.257 0.205 0.119
H -0.087 -0.459 -0.235
H 0.220 -0.202 -0.195
H 0.061 0.158 -0.105
F 0.003 -0.003 0.056
C 0.017 0.274 -0.117
C -0.525 -0.667 -0.152
C 0.388 0.363 0.044
C 0.117 -0.040 -0.569
C -0.002 -0.525 0.825
C 0.444 -0.075 -0.326
H 0.215 0.248 0.121
H -0.164 -0.005 0.031
H -0.094 0.020 0.284
H -0.072 0.332 -0.343
H -0.296 0.038 0.073
F -0.177 0.000 -0.152
C 0.068 -0.008 0.288
C 0.194 -0.191 -0.290
C 0.231 -0.343 0.219
C 0.004 0.258 -0.008
C 0.019 -0.065 0.179
C -0.158 0.240 -0.310
H -0.212 0.129 0.106
H 0.023 0.120 -0.046
H -0.147 0.012 -0.071
H -0.113 -0.025 -0.052
H 0.196 -0.166 0.106
F -0.079 -0.029 0.042
C 0.233 -0.153 -0.152
C 0.005 0.113 -0.094
C -0.351 0.054 -0.335
C -0.455 0.027 0.850
C -0.069 0.087 -0.056
C 0.235 0.103 -0.102
H -0.034 0.064 0.035
H 0.251 -0.130 0.121
H 0.226 -0.084 -0.378
H 0.101 0.030 -0.095
H -0.136 -0.063 0.178
F 0.078 -0.262 -0.088
C 0.004 0.387 0.142
C -0.012 -0.487 0.221
C -0.002 -0.384 -0.392
C -0.110 0.068 -0.105
C -0.039 0.047 0.369
C 0.047 0.064 -0.524
H -0.075 0.071 0.041
H 0.043 0.134 0.276
H -0.019 0.171 0.069
H 0.023 -0.229 -0.185
H -0.013 0.238 0.207
F -0.079 0.068 -0.025
C 0.478 -0.494 0.165
C 0.019 -0.001 0.026
C -0.329 -0.223 0.200
C 0.342 -0.123 -0.393
C -0.452 0.103 -0.127
C -0.087 0.584 0.281
H -0.070 0.210 -0.235
H 0.074 0.057 -0.029
H -0.111 0.149 0.111
H 0.146 -0.199 -0.030
H 0.045 -0.203 -0.058
F 0.045 -0.075 -0.064
C -0.180 0.164 0.024
C 0.007 0.100 0.286
C -0.252 -0.122 0.300
C 0.379 -0.517 -0.383
C -0.191 -0.232 -0.378
C -0.290 0.177 0.045
H 0.131 -0.184 -0.030
H 0.071 0.047 -0.031
H 0.000 0.470 0.195
H 0.138 0.013 0.106
H 0.203 0.152 -0.065
F 0.112 0.063 -0.203
C 0.003 -0.267 0.563
C 0.018 0.329 -0.287
C -0.279 -0.015 -0.009
C 0.142 0.308 -0.059
C 0.789 -0.452 -0.270
C -0.783 -0.250 -0.264
H -0.044 -0.167 0.124
H 0.091 0.066 0.052
H -0.173 -0.005 0.044
H -0.166 0.044 0.328
H 0.327 0.338 0.002
F 0.090 0.014 -0.095
C -0.148 -0.188 0.121
C -0.404 -0.705 -0.254
C -0.505 0.074 -0.563
C 0.095 0.740 0.957
C 0.505 0.050 -0.230
C -0.225 0.205 0.465
H 0.455 0.610 0.205
H 0.087 -0.039 -0.014
H 0.034 -0.348 -0.233
H -0.114 -0.105 -0.094
H 0.182 -0.126 -0.306
C 0.253 -0.412 0.222
C -0.500 -0.170 0.480
C 0.625 -0.457 -0.316
N -0.567 0.147 0.265
C 0.395 0.359 -0.017
C 0.091 0.450 -0.735
H -0.035 0.162 -0.190
H 0.195 0.196 -0.159
H -0.194 0.130 -0.025
H -0.201 -0.154 -0.047
H -0.070 -0.100 0.477
C 0.048 0.045 -0.810
C 0.242 -0.121 -0.091
C -0.198 0.045 -0.264
N -0.111 0.170 0.442
C -0.289 -0.901 -0.328
C 0.463 0.720 1.027
H -0.033 -0.239 0.183
H -0.037 0.050 0.044
H 0.096 0.060 0.154
H -0.204 0.241 -0.043
H 0.045 -0.020 -0.164

Results
DFT total energy (Ha): -3811.552723
Strongest force on any atom (eV/A): 1.34
SMILES string: Fc1ccccc1.Fc1ccccc1.Fc1ccccc1.Fc1ccccc1.Fc1ccccc1.Fc1ccccc1.Fc1ccccc1.Fc1ccccc1.Fc1ccccc1.Fc1ccccc1.c1ccncc1.c1ccncc1
Kohn-Sham gap (eV): 9.45
E_HOMO (Ha): -0.3318